89
Properties=species:S:1:pos:R:3:mulliken_charge:R:1 method="wB97M-V/def2-TZVPD" largest_force_ev_per_a=0.892 gap_ev=7.2949 total_charge=-1
Sb 2.40364 -2.94092 1.72689 2.258
Br 6.20730 -1.80047 -2.48499 -0.149
Ti -0.93353 -0.60876 -0.06591 -1.126
F 3.09572 -2.94033 -0.02833 -0.545
F 1.27223 -1.46637 1.23444 -0.235
F 1.64691 -2.87143 3.45810 -0.580
F 3.53852 -4.35604 2.23168 -0.540
F 1.03333 -4.13401 1.19512 -0.591
F 3.71414 -1.66411 2.22857 -0.577
O -1.55875 -3.97605 7.14948 -0.633
O -1.39538 -1.26775 1.57385 1.135
O 0.14367 0.82077 0.13340 0.643
O -1.65009 -1.91468 7.75273 -0.636
O -1.56407 1.39628 2.56887 -0.370
N 0.35703 -1.19973 -1.66673 1.104
N 4.40072 4.34652 0.08579 -0.628
N 5.45334 3.85033 -0.33391 -0.353
N 0.81205 1.98773 -2.30376 -0.033
N -2.40438 -2.14544 -2.27181 0.434
N -2.13141 -2.16753 -0.94891 0.129
N -1.52627 -2.78437 6.90903 1.015
N 0.02512 -1.59763 -2.91419 -0.011
C -2.31738 1.09585 -1.85893 0.216
C -3.67919 -2.46926 -2.47009 -0.243
C 6.36494 1.03464 -2.53680 -0.583
C 6.18477 2.30915 -2.02554 -0.352
C -4.17114 0.35923 1.29251 -0.421
C -4.50030 2.09394 -1.99332 -1.115
C 2.57623 3.21927 -1.17868 0.722
C -4.80173 1.59125 -0.70244 0.820
C 1.12522 -1.63395 -3.66614 -0.659
C -3.26704 -2.52709 -0.32590 -0.051
C -3.28536 1.85276 -2.55955 -1.233
C 2.21757 -1.26188 -2.90122 -1.097
C -5.39425 0.60752 1.84626 -1.353
C 1.45506 2.35555 -1.16687 0.425
C -1.52185 -0.61933 3.86996 1.639
C 3.17736 3.58606 0.05301 0.055
C -6.35964 1.35518 1.13808 -0.712
C 1.68097 -0.99909 -1.65321 -0.877
C -1.48121 -2.37325 5.50525 -0.745
C -1.54994 -1.03342 5.19689 -0.561
C -1.41374 -1.58843 2.85226 -0.162
C 3.03169 3.67606 -2.43817 -0.841
C 5.31411 0.10343 -0.56971 -0.303
C 5.53657 2.48993 -0.81207 0.138
C 2.38057 3.28400 -3.56813 -1.147
C -1.37065 -3.33910 4.51252 -0.718
C 1.52323 2.32817 1.25653 -0.219
C 1.26001 2.43428 -3.44373 -0.266
C 2.59746 3.23084 1.23557 -0.741
C -1.60233 0.83465 3.63382 -0.583
C 5.11909 1.38522 -0.07513 -0.137
C -6.06331 1.83630 -0.10372 -0.804
C -2.56602 0.57873 -0.61442 1.311
C -4.27858 -2.73395 -1.24683 -1.297
C 0.99899 1.83264 0.08757 -0.501
C 5.92844 -0.05642 -1.80290 -0.040
C -3.83104 0.82996 -0.00147 0.727
C -1.34232 -2.94495 3.19531 -0.449
B -1.35902 -2.09547 -3.42851 -0.032
H 1.05848 -1.95395 -4.69305 0.453
H -5.29785 -3.01957 -1.05727 0.416
H -5.62382 0.23200 2.83602 0.484
H 4.98400 -0.75584 0.00133 0.501
H -3.43239 -0.20222 1.84518 0.794
H -3.29572 -2.58124 0.74814 0.465
H 2.69961 3.61794 -4.54631 0.413
H -5.25255 2.67579 -2.51427 0.337
H -1.78251 -1.34615 -4.28148 -0.122
H 2.17057 -0.68836 -0.74710 0.802
H 3.24986 -1.21574 -3.19704 0.256
H -1.62747 -0.30419 5.99214 0.513
H -3.04915 2.23861 -3.54396 0.492
H -1.29106 -4.38071 4.78565 0.496
H -7.32657 1.55090 1.58462 0.371
H 6.54330 3.17572 -2.56702 0.437
H -1.34968 0.94740 -2.33013 0.176
H -4.06964 -2.51980 -3.47303 0.451
H 0.72118 2.11660 -4.33196 0.466
H -1.63215 1.42176 4.57593 0.202
H -6.79140 2.41946 -0.65675 0.393
H 4.64327 1.50976 0.88699 0.543
H -1.20542 -3.66262 2.39977 0.544
H 1.13188 1.95139 2.19042 0.414
H 6.85470 0.88749 -3.48944 0.425
H 3.04093 3.56732 2.16466 0.393
H -1.20964 -3.21893 -3.85283 -0.178
H 3.88317 4.34218 -2.49067 0.542

=====

83
Properties=species:S:1:pos:R:3:mulliken_charge:R:1 method="wB97M-V/def2-TZVPD" largest_force_ev_per_a=3.429 gap_ev=6.0880 total_charge=-2
Sb -1.44185 2.53175 -1.14955 1.908
Ca -1.53265 -0.52025 -0.16675 1.086
Cl 4.34495 0.70295 2.95245 -0.271
Cl 2.34305 0.51135 5.34245 -0.209
Cl -0.70625 0.12855 4.76665 -0.195
Cl 3.29515 0.58825 0.04225 -0.207
S -2.76125 3.42845 0.45925 -0.704
S -3.62855 -0.83575 -1.34185 0.953
O 0.32855 0.38195 -0.13225 -0.737
O -3.11675 0.55715 -0.98635 -0.763
O -3.38025 -1.61415 -0.09075 -0.751
O -2.76865 -1.37065 -2.40035 -0.498
O -0.68175 -2.29705 -0.65895 -0.045
O -1.32255 -0.03645 1.87815 -1.224
O -5.02935 -0.80245 -1.71445 -0.820
O 1.39245 -2.81925 1.54275 0.775
N -0.78445 -2.62465 3.24375 0.058
C 2.83685 3.67935 -0.69425 -0.941
C 3.05055 -3.21095 4.79735 -0.698
C -2.58145 6.28755 -3.23775 -0.554
C 2.47195 -2.82545 0.64085 -1.198
C -0.10465 0.21465 2.15045 0.866
C 1.62205 -2.96625 2.86275 0.659
C 2.88265 -3.11625 3.42715 -0.766
C -1.10365 1.18155 -2.82435 1.087
C 0.59035 3.51465 0.88915 -0.404
C 0.00445 -0.53205 -4.07765 -0.576
C -0.61455 5.50725 -4.35035 -0.800
C 2.64925 0.56285 2.65805 -0.150
C 0.81635 0.38985 1.05265 -1.017
C -1.04025 -0.54965 -4.98405 -0.542
C -0.99855 -3.44835 -0.31335 0.634
C 1.65015 3.20405 -1.22935 0.287
C 0.40835 0.29225 3.44595 0.481
C -0.61155 4.37965 -3.54695 -0.065
C -2.13955 1.17685 -3.74095 -1.059
C -2.55105 5.17495 -2.41525 -0.461
C -1.19895 -5.81395 -0.83055 -0.307
C -0.98215 -3.82235 1.10135 0.651
C 0.50085 -2.90995 3.71845 -0.414
C -1.60265 6.46575 -4.20075 -0.376
C 0.51405 3.14085 -0.44175 0.507
C 1.76705 0.46325 3.71235 -0.123
C -0.02675 0.33075 -2.99175 -0.144
C 2.90295 4.06765 0.63225 -0.349
C -1.21925 -4.51625 -1.24225 -1.090
C 0.69255 -2.96745 5.09495 -0.225
C -0.78955 -5.17205 1.45255 -0.644
C -1.27655 -2.81205 2.02305 -1.653
C -0.91815 -6.15535 0.50785 -0.877
C -2.11405 0.30845 -4.81485 -0.567
C 1.77795 3.96615 1.43165 -0.795
C 2.16535 0.54005 1.34805 0.740
C 1.95455 -3.13035 5.63475 -0.703
C -1.56745 4.20965 -2.55855 0.286
H -1.24705 -1.90245 3.79995 0.576
H -1.02985 -1.25175 -5.80985 0.338
H 0.84495 -1.20885 -4.19905 0.352
H 3.17235 -2.01165 0.83955 0.453
H -2.04395 -2.10795 1.70255 1.713
H -3.28915 5.04525 -1.63225 0.262
H 2.01135 -2.66825 -0.33285 0.004
H -1.40575 -6.60915 -1.53555 0.381
H -0.86505 -7.19565 0.79865 0.372
H 0.16385 5.64655 -5.09065 0.375
H -0.67765 -5.43175 2.49895 0.435
H -0.16035 -2.84685 5.74485 0.422
H 3.72165 3.72915 -1.31555 0.355
H 3.82925 4.43755 1.04955 0.376
H 1.62335 2.86825 -2.25915 0.058
H 4.04775 -3.32005 5.19985 0.390
H 2.08565 -3.16995 6.70495 0.367
H -2.99135 1.82845 -3.58295 0.367
H -1.60785 7.34685 -4.83275 0.342
H -2.95145 0.27535 -5.49985 0.356
H 1.82485 4.23745 2.47675 0.408
H 3.00755 -3.78355 0.65445 0.424
H -1.44555 -4.23275 -2.25975 0.408
H 0.78065 0.31035 -2.27325 0.339
H -0.30455 3.45685 1.49985 0.122
H 0.14805 3.62045 -3.69185 0.131
H -3.35955 7.03025 -3.11915 0.374
H 3.75065 -3.11105 2.79145 0.445

=====

75
Properties=species:S:1:pos:R:3:mulliken_charge:R:1 method="wB97M-V/def2-TZVPD" largest_force_ev_per_a=3.960 gap_ev=6.3201 total_charge=-2
Sr -0.06122 0.32854 -0.08234 1.495
F -6.01630 -1.24469 -1.28278 -0.454
F -4.57158 2.48820 -3.73814 -0.417
O 0.00847 -0.61432 -2.41443 -1.047
O 1.90734 1.62337 -0.31939 -0.599
N -1.07739 2.64494 -1.53842 0.373
N 2.29499 -1.18573 0.22322 0.284
N 2.19489 0.44703 3.44229 -0.313
N -0.23545 -2.29757 -0.11125 0.677
C 3.56170 -1.54722 4.81447 -0.557
C -2.33208 2.91736 -1.91866 0.251
C -1.98033 -1.47352 4.95083 -0.585
C -0.14299 3.52307 -1.89441 -0.022
C 5.28311 2.72247 -1.18924 -0.568
C -2.72867 -1.05334 3.82110 -0.811
C -0.62842 -0.39809 2.64503 0.660
C -2.61207 4.15922 -2.58610 -1.048
C 4.26336 -0.45061 4.33294 -0.492
C 1.50424 -0.65272 3.92343 0.280
C -4.00382 -0.13199 -0.60762 -0.255
C -0.86547 -2.95848 -0.97858 -0.781
C 6.01909 1.66207 -0.73812 -0.660
C 0.01564 -0.73077 3.82000 -0.428
C 3.99811 0.51822 -0.00782 0.820
C -1.59512 5.01365 -2.92184 -0.271
C -5.06682 -0.24627 -1.46471 0.593
C -0.58084 -1.25326 4.99109 -0.906
C 0.70176 -2.97823 0.78419 -1.048
C -3.34753 1.94893 -1.64939 0.305
C 3.18342 1.63111 -0.44199 0.140
C -5.27372 0.63266 -2.49783 -0.673
C 5.37343 0.58355 -0.17002 -0.625
C -2.00959 -0.62718 2.67573 -0.032
C -2.75798 -3.03750 -2.65390 -0.662
C -0.32919 4.70349 -2.62288 -0.732
C 2.11106 -2.56545 0.52860 -0.759
C -1.52994 -2.42992 -2.17530 0.726
C 3.51561 0.47315 3.64912 -0.252
C -1.88632 -0.69757 -3.84002 -0.506
C -3.08176 0.89895 -0.70593 -0.246
C -1.05070 -1.23471 -2.79248 0.461
C 2.17134 -1.67382 4.55841 -0.464
C 3.89905 2.69667 -1.06748 -0.628
C -3.54503 -2.46152 -3.62012 -0.799
C -3.10981 -1.24835 -4.21044 -0.131
C -4.46402 1.75175 -2.51554 -0.182
C 3.45269 -0.70584 0.40495 -0.397
H -3.78458 -1.19226 3.70224 0.411
H -3.70334 -0.79021 -5.01450 0.363
H 2.38893 -3.10242 -0.39740 0.303
H -0.84991 -4.04172 -0.87452 0.204
H -1.50531 0.23206 -4.28846 0.279
H 5.35742 -0.37262 4.36971 0.359
H 0.86037 3.20977 -1.61167 0.174
H 4.10480 -2.41187 5.20872 0.284
H -4.51128 -2.85736 -3.92123 0.337
H 0.66916 -4.09595 0.74649 0.335
H 4.17117 -1.41189 0.86591 0.029
H -2.44188 -1.84820 5.89765 0.223
H -0.05366 -1.46255 5.86050 0.630
H -2.57462 -0.25668 1.86791 0.324
H -6.05812 0.58498 -3.25536 0.360
H 7.10302 1.64730 -0.77383 0.332
H 3.35709 3.57912 -1.49012 0.209
H 2.76001 -2.83410 1.37181 0.559
H 0.46644 -2.78076 1.85944 0.036
H 5.78277 3.51838 -1.67140 0.449
H -3.61946 4.38816 -2.79624 0.499
H 0.48840 5.29321 -3.01361 0.406
H -3.02760 -3.99432 -2.23352 0.343
H -1.79930 5.92908 -3.54360 0.265
H 1.63385 -2.54385 4.89905 0.477
H -3.82794 -0.92478 0.10704 0.390
H 4.03865 1.32389 3.21510 0.402
H 5.99973 -0.25419 0.10563 0.302